Entry 1:
C16H16N2O6 in the gas phase in a non-equilibrium geometry, computed with ωB97M-V with the def2-TZVPD basis set.

Charge: 0
Calculated total energy in Ha: -1180.20281
Max |F| in eV/A: 1.07
SMILES: C[C@H](NC(=O)c1cc2cc([N+](=O)[O-])ccc2oc1=O)[C@@H]1CCCO1
Kohn-Sham gap in eV: 8.32

Cartesian coordinates (Å):
C 3.3814 0.3399 1.9870
C 2.6272 0.9069 0.7910
N 1.3091 0.3189 0.7084
C 0.2113 1.0299 0.4170
O 0.1916 2.2344 0.2483
C -1.0712 0.2373 0.3292
C -2.2204 0.9368 0.1610
C -3.4823 0.2765 0.0606
C -4.6976 0.9433 -0.1055
C -5.8648 0.2107 -0.1915
N -7.1250 0.9014 -0.3630
O -8.1259 0.2247 -0.4352
O -7.0943 2.1095 -0.4226
C -5.8597 -1.1853 -0.1166
C -4.6703 -1.8550 0.0464
C -3.4785 -1.1298 0.1357
O -2.3349 -1.8157 0.2944
C -1.1074 -1.2206 0.4021
O -0.1595 -1.9580 0.5449
C 3.3765 0.7003 -0.5496
C 3.4579 -0.7650 -1.0090
C 4.8509 -0.8405 -1.6307
C 5.6183 0.1408 -0.7488
O 4.7085 1.1839 -0.4548
H 2.8587 0.5903 2.9064
H 3.4669 -0.7426 1.9237
H 4.3760 0.7750 2.0190
H 2.4913 1.9851 0.9250
H 1.2336 -0.6897 0.7747
H -2.1654 2.0154 0.1035
H -4.7284 2.0208 -0.1663
H -6.7973 -1.7149 -0.1888
H -4.6315 -2.9303 0.1078
H 2.8588 1.3066 -1.3073
H 2.6652 -1.0143 -1.7106
H 3.3940 -1.4416 -0.1571
H 5.2756 -1.8413 -1.6113
H 4.8290 -0.4798 -2.6594
H 6.4868 0.5853 -1.2382
H 5.9459 -0.3495 0.1799


Entry 2:
A molecular structure, C16H16N3O2PtSSe2 in a non-equilibrium geometry, computed with ωB97M-V with the def2-TZVPD basis set.

Charge: 0
Calculated total energy in Ha: -6254.26814
Max |F| in eV/A: 2.03
Kohn-Sham gap (alpha / beta) in eV: 4.58 / 4.77
2S+1: 2

Cartesian coordinates (Å):
Pt -0.1964 -0.4013 -0.3202
Se -2.9359 0.5234 -1.5880
Se -2.6211 -1.2324 0.8537
C -1.8721 -2.7581 0.0403
C -2.5582 -3.9618 -0.1240
C -1.9330 -4.9891 -0.8000
C -0.6299 -4.8119 -1.2557
C 0.0047 -3.6086 -0.9938
N -0.6076 -2.6087 -0.3801
C -2.0040 1.9240 -0.7436
C -2.6521 3.1216 -0.4445
C -1.9484 4.1379 0.1653
C -0.5977 3.9355 0.4439
C -0.0208 2.7280 0.0982
N -0.7027 1.7406 -0.4770
H -3.5637 -4.0571 0.2547
H -2.4539 -5.9168 -0.9817
H -0.1236 -5.5844 -1.8129
H 1.0356 -3.4364 -1.2763
H -3.6954 3.2182 -0.7028
H -2.4355 5.0692 0.4206
H 0.0025 4.7080 0.8988
H 1.0363 2.5481 0.2589
O 0.3175 -0.2720 1.8956
N 1.3841 0.4126 2.1961
C 1.4314 0.9871 3.4113
C 2.5337 1.6723 3.8518
C 3.6465 1.7716 3.0130
C 3.5815 1.2129 1.7594
C 2.4289 0.5427 1.3238
S 2.3314 -0.0803 -0.2631
H 0.5437 0.8361 4.0063
H 2.5331 2.1104 4.8365
H 4.5425 2.2785 3.3371
H 4.4037 1.2734 1.0622
C 0.6100 -0.4449 -3.8516
O -0.1868 -0.9076 -2.7818
H 0.4666 0.6246 -4.0355
H 0.3686 -1.0066 -4.7626
H 1.6495 -0.6296 -3.5822
H -1.1136 -0.6695 -2.9487


Entry 3:
A molecular structure, C16H16N4O4S in a non-equilibrium geometry, computed with ωB97M-V with the def2-TZVPD basis set.

Charge: 0
Calculated total energy in Ha: -1537.00071
Max |F| in eV/A: 18.29
Kohn-Sham gap in eV: 7.04

Cartesian coordinates (Å):
C -1.4141 -2.1538 3.7516
H -1.7348 -2.3884 4.8511
H -1.7951 -2.9341 3.1334
H -0.3849 -1.8268 3.6966
C -2.2311 -0.6351 3.3506
C -3.6402 -1.2398 3.1611
H -4.1369 -0.4206 3.0016
H -4.1602 -1.6371 4.0527
H -3.9499 -1.8582 2.2738
C -1.7564 -0.2446 2.0141
C -0.6214 0.3258 2.0808
C -0.2400 0.9314 3.2860
S 1.4640 1.9168 3.5163
C 1.5130 1.3917 1.7623
N 2.5817 2.0109 1.0307
C 2.7480 1.5488 -0.2410
N 1.7848 0.9948 -0.7569
N 1.8630 0.7472 -2.1890
C 0.7126 0.1000 -2.7429
C 0.9871 -0.1811 -4.2989
C 2.2416 0.4969 -4.9258
C 2.2298 0.3841 -6.4835
O 1.1212 0.6334 -7.0273
O 3.4664 0.3189 -6.9875
H 3.0611 0.7149 -7.9856
H 3.0432 -0.2622 -4.5509
H 2.6604 1.5037 -4.3993
H -0.0304 0.4341 -4.7451
H 0.8752 -1.1799 -4.5555
C -0.2310 -0.5719 -2.0451
O -1.1875 -1.2819 -2.6994
N -0.4260 -0.1227 -0.8016
C 0.4951 0.4197 -0.1526
C 0.5827 0.8638 1.2287
H 3.5202 1.9897 -0.8345
C -1.1275 0.5079 4.6290
O -2.3506 0.2910 4.3108
H -0.3150 -0.2663 5.3537
H -1.1766 1.5473 5.1586
H -2.5272 0.2803 1.4405
H -1.5143 -1.1488 1.3385


Entry 4:
C16H16N4O4S in the gas phase in a non-equilibrium geometry, computed with ωB97M-V with the def2-TZVPD basis set.

Charge: 0
Calculated total energy in Ha: -1537.30587
Max |F| in eV/A: 1.62
SMILES: Cc1ccc(Sc2cc(NCCCO)c([N+](=O)[O-])c3nonc23)cc1
Kohn-Sham gap in eV: 7.64

Cartesian coordinates (Å):
C -0.8359 3.8242 -4.3014
C 0.0220 3.0484 -3.3519
C 0.7159 3.6864 -2.3299
C 1.5173 2.9697 -1.4581
C 1.6230 1.5968 -1.6051
S 2.6725 0.6377 -0.5103
C 1.4709 -0.1958 0.4388
C 0.1710 0.2005 0.5744
C -0.8079 -0.5108 1.3351
N -2.0531 -0.0370 1.4539
C -2.6005 1.2223 1.0272
C -3.4219 1.1053 -0.2627
C -2.5419 0.9667 -1.5062
O -3.2860 0.8418 -2.6908
C -0.4526 -1.7281 1.9711
N -1.3431 -2.5272 2.6986
O -2.5317 -2.1801 2.7742
O -0.9277 -3.5350 3.2301
C 0.8997 -2.1420 1.8748
N 1.5408 -3.1777 2.3708
O 2.8088 -3.0639 1.9647
N 3.0200 -1.9882 1.2144
C 1.8650 -1.3734 1.1276
C 0.9491 0.9440 -2.6268
C 0.1519 1.6696 -3.4902
H -1.6868 3.2289 -4.6244
H -0.2581 4.0891 -5.1871
H -1.1927 4.7448 -3.8456
H 0.6295 4.7568 -2.2125
H 2.0549 3.4695 -0.6670
H -0.1470 1.0930 0.0620
H -2.6803 -0.6702 1.9625
H -3.2602 1.5680 1.8287
H -1.8100 1.9657 0.9006
H -4.0396 2.0017 -0.3624
H -4.0858 0.2421 -0.1926
H -1.9384 0.0582 -1.4485
H -1.8650 1.8334 -1.5736
H -3.8961 1.5851 -2.7588
H 1.0470 -0.1249 -2.7382
H -0.3829 1.1591 -4.2766


Please write out number 3 again, unchanged.
A molecular structure, C16H16N4O4S in a non-equilibrium geometry, computed with ωB97M-V with the def2-TZVPD basis set.

Charge: 0
Calculated total energy in Ha: -1537.00071
Max |F| in eV/A: 18.29
Kohn-Sham gap in eV: 7.04

Cartesian coordinates (Å):
C -1.4141 -2.1538 3.7516
H -1.7348 -2.3884 4.8511
H -1.7951 -2.9341 3.1334
H -0.3849 -1.8268 3.6966
C -2.2311 -0.6351 3.3506
C -3.6402 -1.2398 3.1611
H -4.1369 -0.4206 3.0016
H -4.1602 -1.6371 4.0527
H -3.9499 -1.8582 2.2738
C -1.7564 -0.2446 2.0141
C -0.6214 0.3258 2.0808
C -0.2400 0.9314 3.2860
S 1.4640 1.9168 3.5163
C 1.5130 1.3917 1.7623
N 2.5817 2.0109 1.0307
C 2.7480 1.5488 -0.2410
N 1.7848 0.9948 -0.7569
N 1.8630 0.7472 -2.1890
C 0.7126 0.1000 -2.7429
C 0.9871 -0.1811 -4.2989
C 2.2416 0.4969 -4.9258
C 2.2298 0.3841 -6.4835
O 1.1212 0.6334 -7.0273
O 3.4664 0.3189 -6.9875
H 3.0611 0.7149 -7.9856
H 3.0432 -0.2622 -4.5509
H 2.6604 1.5037 -4.3993
H -0.0304 0.4341 -4.7451
H 0.8752 -1.1799 -4.5555
C -0.2310 -0.5719 -2.0451
O -1.1875 -1.2819 -2.6994
N -0.4260 -0.1227 -0.8016
C 0.4951 0.4197 -0.1526
C 0.5827 0.8638 1.2287
H 3.5202 1.9897 -0.8345
C -1.1275 0.5079 4.6290
O -2.3506 0.2910 4.3108
H -0.3150 -0.2663 5.3537
H -1.1766 1.5473 5.1586
H -2.5272 0.2803 1.4405
H -1.5143 -1.1488 1.3385